A cluster of 7 separate species, H14O7 in total at a distorted geometry. Source: OMol25; level of theory: the ωB97M-V functional and the def2-TZVPD basis.

Summary:
Kohn-Sham gap = 10.2 eV
E_tot = -534.98541 Eh
F_max = 6.78 eV/Å
structure (SMILES) = O.O.O.O.O.O.O
lowest unoccupied orbital energy = -0.1 eV

Atoms and positions in Å:
O 2.196381 -0.094048 -0.827619
H 2.594381 -0.537048 -1.468619
H 2.074381 -0.895048 -0.330619
O 0.892381 -1.659048 1.296381
H 0.689381 -2.512048 1.588381
H 0.709381 -1.180048 2.037381
O -3.080619 -0.503048 0.223381
H -3.363619 -0.282048 1.036381
H -2.783619 -1.463048 0.188381
O -0.441619 -0.051048 -0.643619
H 0.218381 -0.671048 -0.098619
H -1.351619 -0.473048 -0.606619
O -1.363619 1.968952 1.621381
H -0.893619 2.915952 1.332381
H -0.857619 1.171952 1.174381
O 1.791381 1.706952 1.213381
H 1.770381 1.139952 0.451381
H 2.638381 2.248952 1.002381
O -0.663619 -0.474048 -3.328619
H -1.013619 -0.009048 -2.465619
H 0.238381 -0.349048 -3.395619

Atomic forces in eV per Å
O -1.9 1.9 3.7
H 3.2 -1.9 -5.7
H -0.6 -0.3 1.7
O 1.1 -0.4 -3.2
H -0.4 -2.5 0.2
H -0.6 2.9 3.2
O 2.1 -3.1 -5.2
H -1.4 1.0 4.6
H -1.1 1.8 0.6
O 0.4 -2.2 1.9
H -2.7 1.7 -1.9
H 1.6 0.9 0.5
O 2.5 1.4 -1.8
H -1.5 -4.4 0.9
H -1.1 3.0 0.7
O 2.4 2.0 0.2
H -0.1 -0.5 -0.8
H -2.2 -1.3 0.8
O -4.5 0.5 1.8
H 1.9 -1.3 -2.6
H 2.8 0.7 0.3

A cluster of 2 separate species, C3H4F3N3 in total at a distorted geometry. Source: OMol25; level of theory: the ωB97M-V functional and the def2-TZVPD basis.

Summary:
Kohn-Sham gap (spin up / spin down) = 9.1 / 8.3 eV
E_tot = -580.37610 Eh
F_max = 4.23 eV/Å
lowest unoccupied orbital energy (spin up / spin down) = -0.8 / -1.7 eV

Atoms and positions in Å:
C 1.863279 -0.410487 0.426398
C 0.951533 0.486862 -0.381143
C -2.415046 0.390393 0.108419
N 1.204323 -1.673923 0.284068
N 0.215721 -1.574807 -0.438413
N 0.036282 -0.432832 -0.953043
F -3.271978 0.587505 -0.939822
F -3.073805 -0.471836 0.950563
F -2.071101 1.535640 0.631380
H 2.857933 -0.650709 0.067347
H 2.009349 -0.029989 1.340283
H 0.249648 1.232706 0.066532
H 1.443865 1.011483 -1.162566

Atomic forces in eV per Å
C -0.4 -0.1 -3.0
C 0.0 0.8 -0.1
C -2.7 -1.5 -1.1
N 2.3 -1.4 3.3
N -2.5 -2.9 -1.4
N -1.7 2.1 -1.7
F 1.5 0.0 1.1
F 1.4 1.5 -0.6
F -0.1 -0.1 0.5
H 0.4 0.6 -0.6
H 0.3 0.6 4.0
H 1.1 -0.3 0.5
H 0.5 0.6 -0.8

The ion C6H13N with charge -1 at a distorted geometry. Source: OMol25; level of theory: the ωB97M-V functional and the def2-TZVPD basis.

Summary:
Kohn-Sham gap (spin up / spin down) = 2.6 / 8.4 eV
E_tot = -291.01611 Eh
2S+1 = 2
F_max = 3.32 eV/Å
<S²> = 0.7518
net charge = -1
lowest unoccupied orbital energy (spin up / spin down) = 4.1 / 4.0 eV

Atoms and positions in Å:
C -1.028019 1.103837 -0.573893
C -1.936656 0.068121 0.114757
C -1.493440 -0.144611 1.575906
C -0.634203 -1.130741 1.922543
C 0.283095 0.591973 -1.262682
N 1.437738 0.558979 -0.413281
C 2.485232 -0.372340 -0.691014
H -0.555816 1.880175 0.219155
H -1.609182 1.545515 -1.341847
H -2.955368 0.420623 0.065977
H -1.886635 -0.946320 -0.395263
H -1.775545 0.551581 2.400887
H -0.217115 -1.353059 2.889939
H -0.621528 -1.996027 1.134219
H -0.058963 -0.465799 -1.557707
H 0.550184 1.058583 -2.212617
H 1.456610 0.651916 0.583866
H 3.291649 -0.019751 -1.475122
H 2.133379 -1.273973 -1.190793
H 3.134578 -0.728683 0.206976

Atomic forces in eV per Å
C 2.8 1.1 1.5
C 1.3 -0.9 1.4
C -0.3 0.3 0.5
C -0.7 -2.2 -2.2
C -1.3 -2.5 0.7
N 1.5 0.2 0.1
C 2.8 -0.6 -1.3
H -1.8 -1.3 -1.7
H -0.5 1.1 -0.7
H -0.4 0.1 0.0
H 0.0 1.2 0.3
H 0.1 0.0 -1.1
H -0.1 0.2 0.1
H 0.7 1.5 1.6
H 0.8 0.8 0.1
H -0.3 0.5 0.0
H -1.5 0.2 0.4
H -1.2 0.0 1.2
H -0.4 -0.4 0.2
H -1.5 0.9 -1.1

The ion C4H8NO with charge +1 at a distorted geometry. Source: OMol25; level of theory: the ωB97M-V functional and the def2-TZVPD basis.

Summary:
Kohn-Sham gap (spin up / spin down) = 4.9 / 7.5 eV
E_tot = -286.65501 Eh
2S+1 = 3
F_max = 7.09 eV/Å
<S²> = 2.0052
net charge = +1
lowest unoccupied orbital energy (spin up / spin down) = -2.9 / -8.0 eV

Atoms and positions in Å:
C 0.875800 1.406507 0.428140
C -0.049761 0.868999 -0.113431
C 1.973941 2.103669 1.047125
C -1.140276 -1.007650 -1.228547
N -1.231837 -1.954954 -0.082697
O -1.168970 0.396185 -0.621437
H 2.130558 1.749128 2.064375
H 2.884625 1.963641 0.467768
H 1.742177 3.167457 1.076649
H -2.029148 -1.047422 -1.855013
H -0.217704 -1.148264 -1.794249
H -1.436841 -2.917973 -0.384905
H -1.985172 -1.623167 0.543145
H -0.347393 -1.956156 0.453078

Atomic forces in eV per Å
C 3.3 3.0 2.5
C -4.2 -4.6 -3.4
C -0.4 0.4 -0.6
C 0.1 1.2 0.7
N -1.0 0.5 -0.6
O 1.0 -0.1 0.2
H 0.0 -0.2 0.2
H 0.2 -0.2 0.0
H 0.0 0.1 0.2
H 0.0 0.1 0.3
H 0.1 0.1 0.3
H -0.2 -0.3 -0.3
H -0.1 -0.2 0.0
H 1.1 0.3 0.4

> Which of these has the highest F_max?

C4H8NO